No. 1
{
  "formula": "C84H186F3NO5P5",
  "method": "ωB97M-V/def2-TZVPD",
  "charge": 4,
  "s2": 0.754,
  "spin_multiplicity": 2,
  "gap_ev": [5.99, 2.14],
  "elements": ["C", "C", "C", "C", "P", "C", "C", "C", "C", "C", "C", "C", "C", "C", "C", "C", "C", "H", "H", "H", "H", "H", "H", "H", "H", "H", "H", "H", "H", "H", "H", "H", "H", "H", "H", "H", "H", "H", "H", "H", "H", "H", "H", "H", "H", "H", "H", "H", "H", "H", "H", "H", "H", "C", "C", "C", "C", "P", "C", "C", "C", "C", "C", "C", "C", "C", "C", "C", "C", "C", "H", "H", "H", "H", "H", "H", "H", "H", "H", "H", "H", "H", "H", "H", "H", "H", "H", "H", "H", "H", "H", "H", "H", "H", "H", "H", "H", "H", "H", "H", "H", "H", "H", "H", "H", "H", "C", "C", "C", "C", "P", "C", "C", "C", "C", "C", "C", "C", "C", "C", "C", "C", "C", "H", "H", "H", "H", "H", "H", "H", "H", "H", "H", "H", "H", "H", "H", "H", "H", "H", "H", "H", "H", "H", "H", "H", "H", "H", "H", "H", "H", "H", "H", "H", "H", "H", "H", "H", "H", "C", "C", "C", "C", "P", "C", "C", "C", "C", "C", "C", "C", "C", "C", "C", "C", "C", "H", "H", "H", "H", "H", "H", "H", "H", "H", "H", "H", "H", "H", "H", "H", "H", "H", "H", "H", "H", "H", "H", "H", "H", "H", "H", "H", "H", "H", "H", "H", "H", "H", "H", "H", "H", "C", "C", "C", "C", "P", "C", "C", "C", "C", "C", "C", "C", "C", "C", "C", "C", "C", "H", "H", "H", "H", "H", "H", "H", "H", "H", "H", "H", "H", "H", "H", "H", "H", "H", "H", "H", "H", "H", "H", "H", "H", "H", "H", "H", "H", "H", "H", "H", "H", "H", "H", "H", "H", "C", "O", "O", "C", "F", "F", "F", "C", "C", "H", "H", "H", "H", "H", "H", "N", "O", "O", "O"],
  "positions_angstrom": [[-3.86921, -0.82762, -3.62005], [-2.83996, -0.68725, -4.77784], [-1.41832, -0.55571, -4.40242], [-0.91631, -1.66570, -3.51176], [0.90693, -1.89305, -3.19228], [1.61179, -2.74402, -4.64982], [2.95754, -2.33635, -5.28680], [3.12408, -3.27042, -6.47684], [4.57502, -3.15733, -7.02512], [1.75854, -0.32049, -3.13071], [1.55958, 0.74561, -4.24921], [2.61931, 1.81910, -4.37641], [3.92602, 1.11784, -4.87930], [1.34998, -2.96241, -1.73057], [2.90248, -2.95734, -1.42514], [3.28718, -3.74340, -0.20950], [4.70626, -4.00922, -0.15576], [-3.62702, -1.62416, -2.91652], [-4.89481, -0.90032, -3.98193], [-3.89821, 0.13339, -3.10653], [-3.07107, 0.14998, -5.43643], [-2.97076, -1.56509, -5.41060], [-1.31847, 0.34449, -3.79598], [-0.73873, -0.33272, -5.22493], [-1.32646, -2.63403, -3.79849], [-1.23967, -1.48164, -2.48723], [0.82925, -2.73454, -5.40853], [1.59331, -3.81781, -4.46341], [3.81842, -2.36311, -4.61877], [2.92144, -1.31883, -5.67597], [2.36676, -3.02327, -7.22080], [2.90431, -4.30038, -6.19580], [5.28188, -3.42245, -6.23889], [4.63679, -2.14834, -7.43284], [4.60885, -3.94336, -7.77952], [2.83680, -0.46008, -3.05348], [1.66174, 0.22733, -2.19336], [0.68240, 1.36457, -4.06066], [1.38351, 0.31248, -5.23384], [2.76517, 2.26939, -3.39454], [2.24627, 2.60785, -5.02973], [4.22136, 0.39102, -4.12259], [4.74517, 1.82714, -4.99756], [3.82154, 0.53285, -5.79306], [0.81492, -3.89268, -1.92135], [0.82110, -2.46671, -0.91653], [3.42982, -2.00544, -1.36274], [3.25551, -3.52260, -2.28767], [2.76465, -4.69816, -0.26871], [2.92569, -3.29605, 0.71641], [5.00304, -4.71972, 0.61575], [5.22957, -3.06470, -0.00700], [5.04259, -4.31350, -1.14692], [-7.23631, -4.50006, -5.80043], [-5.81396, -4.66619, -5.09458], [-5.90973, -5.22668, -3.70945], [-4.58723, -4.99616, -2.79140], [-3.99831, -6.44146, -1.83897], [-5.54031, -7.09473, -1.18066], [-6.29220, -6.47543, 0.03328], [-7.82543, -6.60572, 0.07717], [-8.48419, -7.99340, 0.05953], [-3.19860, -7.75156, -2.89563], [-3.72986, -7.84534, -4.33651], [-3.29135, -9.22424, -4.95701], [-3.24430, -9.26771, -6.53652], [-2.81452, -5.87508, -0.53573], [-2.28815, -4.39670, -0.63579], [-3.03842, -3.34159, 0.13766], [-3.22974, -3.49507, 1.66494], [-7.15419, -4.12938, -6.82217], [-7.79709, -3.75338, -5.23821], [-7.76777, -5.44948, -5.86572], [-5.29760, -3.70781, -5.14930], [-5.23684, -5.38622, -5.67473], [-6.09126, -6.28553, -3.89379], [-6.78757, -4.89491, -3.15499], [-4.78906, -4.11358, -2.18441], [-3.72051, -4.80578, -3.42437], [-5.11555, -8.01819, -0.78708], [-6.14083, -7.36522, -2.04916], [-6.05927, -5.41178, 0.08321], [-5.73276, -6.86896, 0.88197], [-8.22745, -6.07493, -0.78582], [-8.23390, -6.07747, 0.93869], [-8.35590, -8.43401, 1.04822], [-8.06903, -8.62934, -0.72234], [-9.54248, -7.77229, -0.07911], [-3.27410, -8.69231, -2.35031], [-2.13203, -7.52968, -2.85957], [-3.60257, -6.96384, -4.96489], [-4.80034, -7.83097, -4.13168], [-3.83246, -10.11129, -4.62771], [-2.27727, -9.47272, -4.64396], [-2.81477, -10.17281, -6.96593], [-2.72528, -8.44437, -7.02726], [-4.26461, -9.06935, -6.86472], [-1.95880, -6.55025, -0.53685], [-3.19610, -6.09591, 0.46113], [-2.01939, -3.93410, -1.58546], [-1.33417, -4.36811, -0.10928], [-4.06079, -3.40006, -0.23575], [-2.76627, -2.30837, -0.07795], [-3.63811, -4.46521, 1.94805], [-3.95746, -2.73951, 1.96100], [-2.26820, -3.48030, 2.17810], [0.06726, 3.17655, 9.48752], [-1.01822, 3.59169, 8.51238], [-1.95485, 2.42457, 8.14131], [-1.21157, 1.26635, 7.43751], [-2.27398, -0.09734, 6.68161], [-1.29929, -1.57430, 6.60878], [0.13352, -1.48562, 6.15018], [0.76215, -2.72332, 5.53341], [2.27333, -2.71652, 5.39275], [-3.66649, -0.43988, 7.86393], [-4.82250, 0.61390, 7.91916], [-6.13276, -0.00530, 7.39561], [-7.41195, 0.77381, 7.92836], [-2.79738, 0.29356, 4.96447], [-3.41750, 1.63780, 4.64850], [-3.98181, 1.79259, 3.21560], [-5.09043, 0.82836, 2.97943], [1.00447, 2.98252, 8.96589], [-0.18183, 2.31103, 10.10147], [0.34756, 3.98026, 10.16839], [-0.55145, 4.08698, 7.66096], [-1.68221, 4.40144, 8.81490], [-2.58111, 2.86035, 7.36285], [-2.45868, 2.03955, 9.02788], [-0.65090, 0.75214, 8.21811], [-0.50373, 1.56381, 6.66383], [-1.88676, -2.33131, 6.08924], [-1.20078, -1.82691, 7.66452], [0.80067, -1.22335, 6.97129], [0.35466, -0.61101, 5.53842], [0.27075, -2.90557, 4.57769], [0.55634, -3.58178, 6.17277], [2.65160, -2.09948, 4.57772], [2.73418, -3.68225, 5.18520], [2.67727, -2.46319, 6.37293], [-3.32358, -0.58160, 8.88884], [-4.08356, -1.40047, 7.56158], [-4.60115, 1.53287, 7.37639], [-4.95947, 1.04792, 8.90960], [-6.23022, -1.06487, 7.63204], [-6.15073, -0.07541, 6.30801], [-7.57928, 1.71775, 7.40963], [-7.44529, 1.19153, 8.93459], [-8.29813, 0.17779, 7.71034], [-3.24043, -0.59649, 4.51768], [-1.83040, 0.30560, 4.46159], [-2.54436, 2.28766, 4.70679], [-4.28956, 1.78966, 5.28454], [-3.25051, 1.41459, 2.50116], [-4.31499, 2.81812, 3.05628], [-4.86559, -0.20798, 3.23151], [-5.57067, 0.81217, 2.00106], [-5.86963, 1.07057, 3.70212], [-5.10844, 8.26183, 0.00691], [-3.93307, 7.80750, -0.82193], [-3.90522, 6.27505, -0.80785], [-2.74501, 5.68934, -1.59951], [-2.25948, 3.94694, -1.12618], [-0.78707, 3.43389, -2.07164], [0.52908, 4.30454, -2.14004], [0.38484, 5.72877, -2.80187], [1.66068, 6.14161, -3.60549], [-1.93225, 3.78384, 0.68629], [-0.90764, 4.71528, 1.42394], [-0.59512, 4.50178, 2.87238], [0.71966, 5.15707, 3.42205], [-3.58917, 2.75706, -1.48855], [-4.97071, 2.89195, -0.69042], [-5.97405, 1.77826, -1.00673], [-7.30651, 2.13294, -0.43053], [-5.43941, 9.21521, -0.40496], [-4.85929, 8.34736, 1.06460], [-5.95185, 7.58776, -0.14273], [-2.98966, 8.28125, -0.55060], [-4.10154, 8.15025, -1.84283], [-4.80695, 5.84656, -1.24532], [-3.91799, 5.84042, 0.19167], [-1.80239, 6.17793, -1.35284], [-2.93318, 5.68069, -2.67311], [-1.12697, 3.10323, -3.05308], [-0.46330, 2.51189, -1.58874], [1.14440, 3.73126, -2.83346], [1.04417, 4.52218, -1.20441], [0.27690, 6.47081, -2.01077], [-0.40420, 5.81993, -3.54833], [1.49182, 7.21328, -3.71098], [1.71951, 5.81074, -4.64239], [2.55313, 6.07315, -2.98343], [-1.68108, 2.73616, 0.85173], [-2.92458, 3.95860, 1.10204], [-1.23318, 5.74558, 1.28045], [0.10364, 4.56740, 1.04506], [-0.58889, 3.43780, 3.10905], [-1.39023, 4.79049, 3.55980], [0.90619, 5.05828, 4.49142], [0.66835, 6.18694, 3.06873], [1.56203, 4.61501, 2.99230], [-3.27764, 1.71340, -1.44579], [-3.81644, 2.87236, -2.54834], [-5.41481, 3.87313, -0.85826], [-4.75024, 2.76799, 0.36983], [-5.68171, 0.81270, -0.59403], [-6.09165, 1.76532, -2.09029], [-7.98789, 1.28276, -0.46235], [-7.83762, 2.78353, -1.12535], [-7.39382, 2.53442, 0.57907], [5.24741, 0.03025, 3.69503], [6.70465, -0.20195, 3.21883], [6.95070, -0.00893, 1.77497], [6.66777, 1.48885, 1.33156], [7.31624, 2.16491, -0.34039], [6.14393, 3.25118, -1.11932], [6.62245, 3.67745, -2.47884], [5.49420, 4.56969, -3.18882], [5.21621, 5.94143, -2.62022], [8.96318, 2.79641, 0.09104], [9.07647, 4.27775, 0.46753], [10.46508, 4.83185, 0.28343], [11.32373, 4.36378, 1.46341], [7.62343, 0.72027, -1.40445], [6.34919, 0.01814, -1.87056], [6.61460, -1.38323, -2.49914], [7.31049, -1.35808, -3.89832], [4.55118, -0.57997, 3.11971], [4.95900, 1.04604, 3.42471], [5.08510, 0.00991, 4.77269], [7.20706, -1.14145, 3.44911], [7.32523, 0.51994, 3.74974], [6.33041, -0.68682, 1.18863], [7.98224, -0.21225, 1.48741], [7.13642, 2.14583, 2.06426], [5.60627, 1.72763, 1.26607], [6.01940, 4.05515, -0.39391], [5.16017, 2.78340, -1.15827], [6.77856, 2.84330, -3.16288], [7.58166, 4.19206, -2.42233], [4.59171, 3.96133, -3.24802], [5.78590, 4.87360, -4.19413], [4.57073, 6.62662, -3.16973], [6.19380, 6.39671, -2.46170], [4.75122, 5.83981, -1.63962], [9.49899, 2.78979, -0.85814], [9.40310, 2.28384, 0.94651], [8.76902, 4.47104, 1.49525], [8.43059, 4.87598, -0.17516], [10.42126, 5.92078, 0.30399], [10.87982, 4.59938, -0.69741], [10.86841, 4.47570, 2.44741], [12.30141, 4.83734, 1.55282], [11.49874, 3.28800, 1.47660], [8.37256, 0.14690, -0.85840], [8.17999, 0.98470, -2.30357], [5.95428, 0.67460, -2.64594], [5.54922, -0.02860, -1.13166], [5.65671, -1.89906, -2.43230], [7.26182, -1.99013, -1.86599], [7.68181, -2.32887, -4.22665], [8.20221, -0.73233, -3.86139], [6.74476, -1.05899, -4.78070], [0.08434, 0.02132, 0.83279], [1.37218, 0.33041, 0.38815], [-0.67305, -0.14544, -0.35430], [0.03006, -1.11635, 1.88245], [-1.23511, -1.35138, 2.17148], [0.52679, -2.22984, 1.36941], [0.71808, -0.78937, 2.98876], [1.99759, 1.46968, 1.07306], [3.04423, 1.96791, 0.08201], [3.63386, 2.77892, 0.50945], [3.76064, 1.15594, -0.04271], [2.54810, 2.09446, -0.88025], [2.47185, 1.16043, 2.00448], [1.41099, 2.36571, 1.27588], [-0.27539, 0.91286, 1.34646], [5.42499, 4.70295, 2.99263], [6.47176, 4.73532, 2.31614], [5.30359, 5.36010, 4.00803], [4.50639, 3.98394, 2.67453]]
}

***

No. 2
{
  "formula": "C23H31F2Si2",
  "method": "ωB97M-V/def2-TZVPD",
  "charge": 1,
  "spin_multiplicity": 1,
  "gap_ev": 4.78,
  "elements": ["C", "C", "C", "Si", "C", "C", "Si", "C", "C", "C", "H", "H", "H", "H", "H", "H", "H", "H", "H", "H", "H", "H", "H", "H", "H", "H", "H", "H", "H", "H", "F", "C", "C", "C", "C", "C", "C", "C", "C", "C", "C", "C", "F", "C", "C", "C", "C", "H", "H", "H", "H", "H", "H", "H", "H", "H", "H", "H"],
  "positions_angstrom": [[-2.04868, -1.58689, 0.93330], [-1.53428, -0.96852, 2.17475], [-1.92686, -1.33904, 3.37676], [-0.16085, 0.26942, 1.99818], [-0.34534, 1.16488, 0.37406], [-0.25706, 1.53017, 3.36835], [1.90808, -0.75046, 2.04469], [3.26817, 0.51257, 1.85595], [2.13382, -1.63514, 3.66971], [2.04781, -1.98787, 0.65719], [-2.81415, -2.33389, 1.14937], [-2.49432, -0.84119, 0.27168], [-1.24426, -2.08849, 0.39124], [-1.50170, -0.91069, 4.26216], [-2.66790, -2.10294, 3.50790], [-1.30579, 1.66766, 0.31197], [0.44977, 1.90045, 0.28918], [-0.25989, 0.45443, -0.44379], [-1.21849, 2.03509, 3.37138], [-0.10525, 1.04565, 4.32904], [0.53028, 2.26371, 3.21759], [4.24335, 0.03467, 1.88234], [3.15190, 1.03002, 0.90683], [3.20506, 1.23629, 2.66482], [3.10067, -2.12834, 3.71038], [2.06582, -0.91638, 4.48258], [1.34880, -2.37811, 3.78555], [3.01750, -2.47692, 0.67191], [1.26912, -2.73859, 0.76437], [1.92117, -1.47708, -0.29416], [-8.20254, -2.25798, 3.30453], [-7.29283, -1.26153, 3.17354], [-7.26350, -0.47873, 2.03300], [-6.32662, 0.52631, 1.90059], [-5.41504, 0.75971, 2.90202], [-5.42236, -0.01195, 4.07589], [-4.48240, 0.23512, 5.12158], [-4.48289, -0.43952, 6.32285], [-3.57837, -0.24293, 7.34297], [-3.57543, -0.98109, 8.56677], [-4.47712, -2.03358, 8.78960], [-4.46018, -2.75753, 9.95955], [-5.33846, -3.77548, 10.13593], [-3.53932, -2.44257, 10.94417], [-2.64376, -1.40952, 10.75812], [-2.65658, -0.68670, 9.58867], [-6.38445, -1.02797, 4.17908], [-7.98134, -0.68019, 1.25813], [-6.31586, 1.13000, 1.00795], [-4.69009, 1.54663, 2.79809], [-3.72965, 0.98544, 4.96170], [-5.26084, -1.15800, 6.48388], [-2.82644, 0.51214, 7.20531], [-5.19578, -2.31065, 8.04327], [-3.54142, -3.02282, 11.84956], [-1.93345, -1.17339, 11.53327], [-1.95748, 0.11766, 9.44839], [-6.43439, -1.66058, 5.04373]]
}

***

No. 3
{
  "formula": "C5H11N",
  "method": "ωB97M-V/def2-TZVPD",
  "de_lowest_ev": 4.508,
  "spin_multiplicity": 1,
  "gap_ev": 7.93,
  "elements": ["C", "C", "N", "C", "C", "C", "H", "H", "H", "H", "H", "H", "H", "H", "H", "H", "H"],
  "positions_angstrom": [[-1.82025, 1.10551, -0.61675], [-1.38850, -0.31697, -0.44684], [-0.16285, -0.61591, -0.15155], [0.70141, -1.76947, 0.03638], [1.06647, -0.35753, 0.28715], [2.11033, 0.60188, -0.15982], [-2.80757, 1.26613, -0.17011], [-1.11349, 1.77806, -0.11837], [-1.88642, 1.40820, -1.67091], [-0.96927, 0.08426, 2.26438], [-2.07773, -1.14532, -0.56967], [0.46572, -2.42622, 0.87803], [0.93721, -2.29600, -0.89609], [-0.22839, 0.09339, 2.12510], [2.96990, 0.55844, 0.51583], [1.72619, 1.62651, -0.12731], [2.47725, 0.40503, -1.17946]]
}

***

No. 4
{
  "formula": "CHCl3NO",
  "method": "ωB97M-V/def2-TZVPD",
  "de_lowest_ev": 1.517,
  "charge": -1,
  "spin_multiplicity": 1,
  "gap_ev": [7.20, 7.18],
  "elements": ["C", "N", "O", "Cl", "Cl", "Cl", "H"],
  "positions_angstrom": [[0.80512, -0.02556, 0.52882], [-1.83111, 0.67379, -0.35189], [-2.36452, -0.01072, -1.24305], [0.74514, -1.87989, 0.49231], [1.35303, 0.40851, -1.08659], [2.15520, 0.44909, 1.65225], [-0.86285, 0.38478, 0.00814]]
}

***

| no. | E (a.u.) | F_max (hartree/bohr) |
| --- | --- | --- |
| 1 | -5747.9722 | 0.0858 |
| 2 | -1673.4722 | 0.0209 |
| 3 | -251.6969 | 0.0052 |
| 4 | -1549.1964 | 0.0561 |